Entry 1:
12
Properties=species:S:1:pos:R:3:forces:R:3 method="wB97M-V/def2-TZVPD" homo_energy_ev=-9.3 e_above_lowest_ev=2.5924 total_energy_ha=-285.57654 homo_lumo_gap_ev=9.19 total_charge=0 smiles="C=O.NCO"
H -1.60829 0.98901 -0.84237 -0.11 -0.46 0.20
O -1.74297 -0.27882 0.78055 0.40 -0.20 1.11
C -1.57068 -0.09194 -0.57917 -0.33 0.01 -2.14
H -0.24851 -1.60890 -1.26550 -0.35 0.80 0.37
O 1.43396 0.42559 0.99216 2.27 0.70 -1.68
H -2.37911 -0.62165 -1.16671 0.48 0.68 1.02
H 2.01946 1.25530 -0.68086 0.04 1.45 -1.63
H -0.85666 -0.13556 1.16694 -0.64 -0.04 -0.01
H 3.19036 0.04168 0.11967 0.80 0.08 -0.08
H 0.50311 -0.17871 -0.85644 -0.02 0.18 0.29
N -0.35412 -0.59857 -1.12268 0.11 -1.20 -1.14
C 2.29244 0.63771 0.11288 -2.67 -1.98 3.69



Entry 2:
13
Properties=species:S:1:pos:R:3:forces:R:3 method="wB97M-V/def2-TZVPD" homo_energy_ev=-9.7 e_above_lowest_ev=6.5482 total_energy_ha=-574.95542 homo_lumo_gap_ev=9.20 total_charge=0
H -1.16410 1.07496 2.01944 -1.08 -0.08 0.13
N -1.45027 -0.99791 -0.63398 1.88 1.23 1.38
H 1.35943 0.60580 -1.88807 -0.60 0.86 0.05
H 0.34667 1.80856 1.90686 0.51 -0.34 -0.35
H 2.35891 -0.02580 -0.62525 0.22 -0.05 0.18
O -2.55372 -0.67612 -0.29575 -1.57 0.39 0.46
H -0.73711 2.11319 0.49351 0.22 -1.59 1.71
C -0.41297 1.31229 1.30205 0.09 1.42 -1.92
H 0.66386 -2.10634 1.60799 -0.80 2.60 -1.63
O -1.18318 -1.75154 -1.52220 0.25 -1.01 -1.13
C 1.37623 -0.10083 -1.07738 -0.31 -0.85 0.71
H 1.32849 -1.05420 -1.61298 0.00 -0.15 0.39
Si 0.06776 -0.20206 0.32576 1.19 -2.44 0.01